Record 1
Entry from OMol25: a structure of composition C33H57N4OP2PtS at a distorted geometry (ωB97M-V with the def2-TZVPD basis set).

Each line ends with the Mulliken charge.
Geometry (Å):
1 C 2.367684 -1.380851 -1.123717  0.091
2 C 1.352784 0.486749 -2.185917  -0.110
3 C 3.285184 -1.505151 -2.172317  -0.551
4 C 2.243384 0.382749 -3.269517  -0.593
5 C 3.227584 -0.606451 -3.251617  -1.254
6 H 4.024684 -2.310151 -2.150017  0.594
7 H 2.156284 1.081549 -4.106317  0.572
8 H 3.939084 -0.693451 -4.078917  0.510
9 N 1.447184 -0.372451 -1.125017  1.001
10 P 0.507884 -2.525651 0.617683  -0.670
11 P -0.068816 2.088649 -0.387417  -1.592
12 C 2.293784 -2.366551 0.017583  -1.875
13 H 2.771584 -3.321151 -0.261917  0.758
14 H 2.829984 -1.960851 0.896983  0.609
15 C -1.462216 -0.178951 1.774483  0.117
16 O -2.358416 -0.149551 2.536083  -0.524
17 C 0.174084 1.411549 -2.157117  -1.921
18 H 0.251984 2.175849 -2.943017  1.706
19 C -1.699716 3.117649 -0.438617  2.148
20 C 1.413284 3.271649 -0.098617  2.777
21 C -0.335616 -3.715651 -0.622317  2.407
22 C 0.672484 -3.403951 2.311083  2.347
23 C -2.830216 2.284749 0.206583  -1.701
24 H -2.792216 2.357549 1.303883  0.317
25 H -3.798216 2.700249 -0.132317  0.455
26 H -2.785516 1.220849 -0.059417  0.271
27 C -1.570916 4.399749 0.409883  -1.597
28 H -1.364816 4.165449 1.467583  0.259
29 H -0.799616 5.091949 0.037883  0.278
30 H -2.539916 4.930749 0.369783  0.565
31 C -2.083416 3.487049 -1.883517  -1.191
32 H -2.731916 4.383049 -1.867317  0.581
33 H -1.208216 3.716449 -2.511917  0.052
34 H -2.652016 2.676849 -2.362817  0.190
35 C 1.327584 3.875349 1.322483  -1.351
36 H 0.674784 3.272749 1.971883  -0.072
37 H 2.341784 3.866149 1.764383  0.528
38 H 0.972584 4.914149 1.328083  0.237
39 C 2.720984 2.449649 -0.162517  -1.843
40 H 2.608784 1.458149 0.300483  0.091
41 H 3.082384 2.322049 -1.194117  0.392
42 H 3.497684 3.000949 0.399183  0.735
43 C 1.501584 4.384849 -1.161217  -1.364
44 H 0.756784 4.267849 -1.964117  0.280
45 H 1.312884 5.360249 -0.674617  0.424
46 H 2.505084 4.431549 -1.619917  0.353
47 C -0.742516 -3.591451 2.898783  -1.658
48 H -0.660616 -4.141351 3.854683  0.481
49 H -1.216216 -2.617451 3.108783  0.267
50 H -1.405516 -4.170551 2.237083  0.353
51 C 1.458184 -2.493451 3.274083  -1.647
52 H 2.410184 -2.143551 2.843783  0.325
53 H 0.868984 -1.612151 3.567583  -0.461
54 H 1.694884 -3.076751 4.183683  0.806
55 C 1.422184 -4.749551 2.218883  -1.364
56 H 2.205684 -4.720051 1.442083  0.230
57 H 1.927684 -4.939451 3.184283  0.472
58 H 0.761984 -5.603151 2.014983  0.369
59 C 0.168084 -3.312651 -2.021917  -1.945
60 H 1.207884 -3.635851 -2.198117  0.266
61 H -0.467916 -3.802751 -2.781817  0.623
62 H 0.093684 -2.226051 -2.169717  0.292
63 C -1.852016 -3.423651 -0.550117  -1.182
64 H -2.171116 -2.873951 -1.453317  0.050
65 H -2.398416 -4.385551 -0.506917  0.483
66 H -2.124516 -2.841351 0.344283  0.244
67 C -0.052616 -5.216451 -0.434117  -1.768
68 H 1.029184 -5.429851 -0.374817  0.348
69 H -0.545116 -5.639251 0.455583  0.378
70 H -0.446716 -5.756651 -1.315617  0.512
71 Pt -0.038516 -0.177151 0.472683  1.880
72 N -1.318116 -0.325551 -1.294717  -0.387
73 C -1.056316 0.415549 -2.294417  0.184
74 C -1.802816 0.297149 -3.659017  1.886
75 C -1.355016 1.333449 -4.707817  -1.709
76 C -1.529816 -1.113851 -4.227117  -1.606
77 C -3.320616 0.429349 -3.403817  -1.594
78 H -1.514216 2.372049 -4.369817  0.305
79 H -0.288316 1.213749 -4.967817  0.283
80 H -1.937816 1.196149 -5.636117  0.515
81 H -1.928116 -1.877251 -3.541317  0.303
82 H -2.017116 -1.229551 -5.212817  0.507
83 H -0.447016 -1.289751 -4.353717  0.291
84 H -3.770416 1.133549 -4.127517  0.334
85 H -3.800516 -0.556651 -3.516517  0.391
86 H -3.532816 0.802949 -2.387717  0.406
87 C -0.652016 -0.471651 5.116183  -0.657
88 N -0.006916 0.792549 4.744283  0.163
89 C -0.131116 1.849149 5.577983  -0.254
90 C 0.692284 2.848149 5.161083  -0.571
91 N 1.327284 2.430149 4.060883  0.260
92 C 0.850884 1.206349 3.740783  -0.011
93 S 1.506684 0.371549 2.420883  -0.055
94 H -1.276516 -0.880651 4.337783  0.155
95 H 0.107084 -1.206151 5.448583  0.387
96 H -1.311516 -0.337551 6.001483  0.358
97 H -0.731716 1.869949 6.479683  0.502
98 H 0.860084 3.797049 5.652883  0.489
99 H 2.077684 2.965849 3.593183  0.332

Force components x, y, z for each atom (eV/Å):
-0.3 0.8 -0.4
1.2 -1.2 0.2
-0.2 0.3 -0.2
-0.5 0.3 0.5
0.0 -0.3 0.5
-0.3 0.3 0.0
0.0 -0.3 0.3
-0.3 0.0 0.3
1.6 -0.2 -1.7
1.3 -2.7 -0.2
0.5 2.2 -0.9
-0.3 0.1 0.4
-0.3 0.4 0.1
0.0 -0.2 -0.4
-5.3 0.3 4.2
3.7 -0.1 -3.3
-0.5 -0.2 1.1
-0.4 -0.4 0.3
0.0 -0.2 0.3
0.2 -0.3 -0.2
0.1 0.5 -0.2
-0.3 0.5 0.0
-0.1 0.0 0.0
0.0 0.0 -0.3
0.4 -0.3 0.2
-0.2 0.3 -0.1
0.2 0.2 0.0
-0.1 0.1 -0.4
-0.4 -0.3 0.1
0.4 -0.3 0.0
0.1 0.1 -0.2
0.3 -0.4 0.0
-0.4 0.1 0.2
0.2 0.3 0.1
-0.1 -0.2 0.3
0.1 0.4 -0.3
-0.4 0.2 -0.2
0.0 -0.4 0.1
0.2 -0.2 0.0
0.2 0.3 -0.1
-0.2 -0.1 0.4
-0.2 -0.3 -0.4
-0.2 0.6 -0.1
0.4 0.1 0.2
0.1 -0.4 -0.5
-0.5 0.0 0.2
0.0 -0.1 0.0
-0.1 0.2 -0.4
0.1 -0.4 -0.1
0.2 0.2 0.2
0.2 -0.2 -0.1
-0.2 -0.3 0.3
0.1 -0.4 -0.1
-0.1 0.4 -0.3
0.5 -0.1 0.0
-0.2 -0.2 0.4
-0.3 0.0 -0.5
0.2 0.4 0.1
0.1 -0.1 -0.1
-0.4 0.1 0.0
0.3 0.2 0.3
0.0 -0.4 -0.1
-0.3 -0.3 0.0
0.0 -0.2 0.5
0.1 0.6 -0.1
-0.1 -0.2 -0.3
0.2 -0.2 0.2
-0.5 0.0 -0.1
0.2 0.2 -0.4
0.1 0.3 0.4
-0.5 -0.8 1.4
0.8 2.3 -2.5
-1.0 -1.0 -0.2
-0.1 -0.1 -0.6
0.3 0.2 0.1
0.3 -0.2 0.1
-0.5 0.1 0.2
0.0 -0.4 -0.2
-0.4 0.0 0.0
0.2 0.0 0.5
0.1 0.2 -0.3
0.2 0.1 0.5
-0.4 0.0 0.0
0.1 -0.4 0.4
0.0 0.5 0.1
-0.1 -0.2 -0.5
0.0 -1.1 0.9
-0.1 1.3 -0.6
0.0 0.7 1.0
-0.3 1.0 1.2
0.2 -0.1 0.1
0.5 -1.5 0.5
0.5 0.4 -0.4
0.2 0.0 -0.2
-0.3 0.5 -0.4
0.5 0.5 -0.7
0.0 -0.3 -0.3
0.0 0.0 -0.3
-0.7 -0.7 0.1

Its spin multiplicity is 5. The value obtained for the HOMO energy (alpha / beta) is -0.5239 / -0.6395 Ha. The value obtained for the HOMO-LUMO gap (alpha / beta) is 6.260 / 5.429 eV. As for the LUMO energy (alpha / beta): -8.00 / -11.97 eV. As for the expectation value of S²: 6.04. Its total charge is +3.



Record 2
Entry from OMol25: a cluster of 4 separate species, C33H58N4O7S2 in total at a distorted geometry (ωB97M-V with the def2-TZVPD basis set).

Each line ends with the Mulliken charge.
Geometry (Å):
1 C -2.323969 0.120112 6.581962  -0.593
2 C -3.895087 0.045521 6.017363  -0.450
3 S -4.148600 1.538306 4.914423  -0.127
4 C -4.398428 1.058941 3.116158  -0.526
5 C -3.260813 -0.000430 2.537665  0.324
6 C -3.854016 -1.507797 2.125980  -0.777
7 C -2.812103 -2.646175 1.532632  -0.533
8 C -1.230479 -2.223333 1.434915  0.327
9 C -0.576495 -0.774130 1.833314  0.029
10 C -1.642176 0.392077 2.382618  -0.070
11 C -1.126247 1.933089 2.777989  -0.043
12 C -1.597472 2.891442 1.534633  -0.907
13 N -0.759084 4.129192 1.317923  0.168
14 C 0.694341 3.827117 1.040663  -0.190
15 C 0.776637 3.050242 -0.404938  -0.939
16 C -0.957330 5.179010 2.387141  0.184
17 C -0.429192 5.110184 3.938809  -0.757
18 O -1.616877 6.306428 1.999670  -0.568
19 N 0.882178 -0.384580 1.755879  0.938
20 N 1.459658 -0.927451 2.919589  -0.611
21 C 1.608244 -1.027309 0.596035  -0.480
22 C 2.851505 -0.156642 -0.075957  -0.501
23 C 3.789527 -0.654530 -1.324927  -0.517
24 C 3.480746 -2.129551 -1.975714  -0.477
25 C 2.240208 -3.038432 -1.317928  0.469
26 N 2.016012 -4.402870 -1.990529  -0.666
27 C 1.328474 -2.511578 -0.039932  0.342
28 S -0.054155 -3.561517 0.747265  -0.297
29 H -2.031284 -0.822557 7.220082  0.271
30 H -1.625941 0.280128 5.653837  0.059
31 H -2.210869 1.075236 7.275007  0.216
32 H -4.147216 -0.984406 5.522829  0.310
33 H -4.566447 0.224414 6.986978  0.303
34 H -4.481401 2.030007 2.435218  0.267
35 H -5.469216 0.535283 3.061340  0.342
36 H -4.993692 -1.803804 2.215541  0.200
37 H -3.207698 -3.725640 1.221764  0.244
38 H 0.030075 1.840611 2.929624  0.214
39 H -1.567151 2.266850 3.835933  0.212
40 H -1.752438 2.284878 0.518256  0.265
41 H -2.691695 3.279163 1.814121  0.253
42 H 1.229318 4.881547 0.874476  0.373
43 H 1.276500 3.311018 1.914371  0.278
44 H 0.985964 1.901269 -0.334491  0.046
45 H -0.280018 3.191186 -0.923119  0.327
46 H 1.560302 3.611899 -1.103847  0.360
47 H 0.156982 6.131629 4.133246  0.307
48 H 0.318484 4.233272 4.146417  0.228
49 H -1.364707 5.137338 4.641647  0.251
50 H 2.110325 -0.201968 3.309863  0.227
51 H 1.955886 -1.817999 2.691298  0.333
52 H 3.094224 0.905519 0.385478  0.254
53 H 4.655322 0.078155 -1.692995  0.268
54 H 4.153855 -2.492455 -2.865137  0.218
55 H 2.424190 -4.278240 -2.957598  0.335
56 H 0.976586 -4.497151 -2.166618  0.279
57 C 0.966201 1.507287 -7.187511  -0.764
58 O 0.396501 0.204323 -7.138459  -0.358
59 C 1.386185 -0.812314 -6.953281  -0.261
60 C 1.393038 -1.322637 -5.509478  -0.715
61 O 1.876398 -0.320551 -4.609494  -0.323
62 C 0.823984 0.295890 -3.875968  -0.665
63 H 0.154171 2.238978 -7.159686  0.232
64 H 1.628629 1.690239 -6.337189  0.310
65 H 1.521312 1.634320 -8.123026  0.360
66 H 2.379762 -0.453309 -7.248586  0.346
67 H 1.117486 -1.641088 -7.617109  0.270
68 H 2.082719 -2.170140 -5.439764  0.350
69 H 0.397604 -1.672652 -5.211387  0.399
70 H 0.413966 -0.412262 -3.149053  0.323
71 H 0.029292 0.655454 -4.534695  0.370
72 H 1.239061 1.149959 -3.333533  0.125
73 C 1.179484 -2.466488 -13.536197  -0.692
74 O -0.028222 -1.780136 -13.227897  -0.365
75 C -0.774275 -2.434249 -12.196948  -0.585
76 C -0.624831 -1.706477 -10.857896  -0.454
77 O 0.703774 -1.839133 -10.343119  -0.355
78 C 1.470574 -0.653597 -10.522441  -0.722
79 H 1.775048 -1.833534 -14.199680  0.243
80 H 1.765186 -2.676121 -12.637121  0.288
81 H 0.951402 -3.403138 -14.055945  0.328
82 H -0.482046 -3.487730 -12.107139  0.325
83 H -1.826865 -2.402144 -12.498204  0.373
84 H -1.295149 -2.172325 -10.128210  0.372
85 H -0.907951 -0.651208 -10.950128  0.342
86 H 1.100177 0.132208 -9.856622  0.187
87 H 1.442564 -0.307399 -11.558832  0.447
88 H 2.508477 -0.873553 -10.257231  0.274
89 C 0.119125 0.957381 9.605228  -0.849
90 O -0.450575 -0.345583 9.654280  -0.300
91 C 0.539110 -1.362220 9.839458  -0.489
92 C 0.545961 -1.872543 11.283262  -0.557
93 O 1.029322 -0.870455 12.183245  -0.371
94 C -0.023092 -0.254015 12.916772  -0.687
95 H -0.692904 1.689073 9.633053  0.237
96 H 0.781554 1.140333 10.455550  0.432
97 H 0.674236 1.084414 8.669713  0.313
98 H 1.532686 -1.003215 9.544153  0.361
99 H 0.270410 -2.190994 9.175630  0.360
100 H 1.235644 -2.720046 11.352975  0.375
101 H -0.449473 -2.222558 11.581351  0.330
102 H -0.433110 -0.962168 13.643686  0.326
103 H -0.817784 0.105549 12.258044  0.286
104 H 0.391984 0.600053 13.459206  0.240

Force components x, y, z for each atom (eV/Å):
-0.4 0.4 -0.3
0.9 -0.5 1.6
-0.1 -0.2 -0.4
-0.3 -1.7 -1.2
1.4 -2.5 -1.2
4.6 0.4 -0.7
1.0 4.3 1.5
-1.4 2.0 0.5
-5.4 0.0 0.2
-1.4 -3.0 -0.4
-0.2 -1.9 -0.1
-1.5 0.1 0.6
0.4 -0.1 1.8
0.9 1.1 -0.9
-0.5 0.5 -0.4
-3.0 5.3 -1.9
0.4 1.0 -0.6
4.1 -7.1 2.6
-1.5 -2.9 -2.3
1.7 0.2 1.6
3.0 -0.8 -4.5
-0.4 -2.5 -1.3
-3.4 -2.5 2.0
-2.1 2.3 3.8
1.1 2.4 0.2
-0.7 3.3 -0.1
2.3 2.7 -0.9
0.4 2.7 -0.3
-0.6 1.8 -1.4
-1.2 -0.6 1.9
-0.3 -2.0 -1.5
0.5 2.1 0.8
1.1 -0.5 -2.4
0.4 -2.0 1.8
2.5 1.0 -0.1
2.6 0.9 -0.1
1.2 2.7 0.7
-2.1 0.3 -0.6
0.7 -0.8 -2.5
0.8 1.3 2.3
2.4 -0.8 -0.7
-1.2 -2.2 0.5
-1.1 0.6 -1.6
-0.2 2.3 -0.1
2.3 -0.3 1.1
-1.6 -1.5 1.6
-1.3 -2.2 -0.5
-1.7 1.5 -0.4
1.8 -0.3 -1.4
-0.6 -1.3 -0.6
-0.4 1.1 0.5
-0.7 -2.5 -1.0
-2.2 -2.0 0.8
-1.7 0.5 1.9
-0.5 -0.3 1.5
1.4 0.1 0.5
-0.2 -0.1 0.0
0.5 0.1 0.1
-0.6 -0.3 0.2
0.5 0.5 -0.1
-0.5 -0.1 -0.2
0.2 0.0 0.1
0.0 -0.2 0.0
0.0 0.0 0.0
0.1 0.1 0.1
-0.1 0.0 0.1
0.0 0.0 0.0
0.0 0.0 -0.1
0.0 0.1 -0.1
-0.1 0.0 0.0
0.0 -0.1 0.0
0.1 -0.2 -0.1
-0.1 0.2 -0.1
0.2 -0.4 0.3
-0.1 0.7 0.0
0.2 -0.6 0.0
-0.1 0.4 -0.3
0.1 -0.2 0.1
-0.2 0.0 0.1
0.0 0.0 0.0
0.1 0.0 0.0
0.1 0.1 0.1
0.0 0.0 0.1
0.0 0.0 0.0
0.1 -0.1 -0.1
0.0 0.1 -0.1
0.0 0.0 0.0
-0.2 -0.1 0.0
-0.2 -0.1 -0.1
0.5 0.1 0.2
-0.6 -0.1 0.3
0.6 0.3 -0.2
-0.5 -0.1 -0.1
0.3 0.0 0.0
0.0 -0.2 0.0
0.0 0.0 0.0
0.1 0.1 0.0
-0.1 0.0 0.1
0.0 0.0 0.0
0.0 0.0 0.0
0.1 0.1 -0.1
-0.1 0.0 0.0
0.0 -0.1 0.0
0.1 -0.2 -0.1

The value obtained for the HOMO energy is -0.2877 Ha. The relative energy (zero: lowest compared OMol25 entry of this formula, charge and spin) is 1770.4 kJ/mol. The value obtained for the HOMO-LUMO gap is 7.645 eV. As for the LUMO energy: -0.18 eV.